a.
DFT (wB97M-V/def2-TZVPD) results for the ion C7H15N2 with charge +1.

Each line ends with the natural charge from an NBO analysis.
CARTESIAN COORDINATES (ANGSTROEM)
C1 -0.3098 0.2955 2.8224  -0.427
N1 -0.0731 0.3322 1.3089  -0.658
C2 1.3076 0.5064 1.0152  -0.011
C3 1.9301 0.8464 -0.1801  -0.288
C4 1.2003 0.9985 -1.5074  -0.264
N2 -0.2033 0.7070 -1.2835  -0.498
C5 -0.7231 -0.4527 -0.9992  0.558
C6 -2.1785 -0.6148 -1.0298  -0.717
C7 0.2388 -1.6134 -0.8697  -0.706
H1 -1.3587 0.6081 3.1818  0.233
H2 -0.2622 -0.8394 3.1540  0.215
H3 0.4974 0.9092 3.2001  0.205
H4 -0.6897 1.0946 0.9548  0.376
H5 1.9431 0.2189 1.8918  0.222
H6 2.9696 0.7597 -0.0396  0.245
H7 1.2732 1.9871 -1.8502  0.240
H8 1.6929 0.2897 -2.1995  0.242
H9 -0.9075 1.5373 -1.5054  0.440
H10 -2.4945 -0.7112 -2.0216  0.274
H11 -2.7119 0.2129 -0.6542  0.246
H12 -2.6423 -1.4580 -0.5199  0.273
H13 -0.2183 -2.6288 -1.2439  0.271
H14 0.7150 -1.6215 0.1168  0.295
H15 1.0051 -1.3638 -1.7419  0.233

total charge: +1
2S+1: 1
HOMO energy: -12.379 eV
gap between HOMO and LUMO: 0.313 Ha
SMILES: CN/C=C\C[NH+]=C(C)C

b.
DFT (wB97M-V/def2-TZVPD) results for the ion C7H15N2 with charge +1.

Each line ends with the natural charge from an NBO analysis.
CARTESIAN COORDINATES (ANGSTROEM)
C1 -3.3085 -0.0474 -0.7058  -0.681
C2 -1.8930 0.2977 -0.6300  0.195
N1 -1.2170 -0.0847 0.4196  -0.293
N2 0.1551 0.2481 0.5535  -0.096
C3 0.2828 1.3604 1.4474  -0.446
C4 0.9935 -0.0559 -0.6688  -0.030
C5 2.1773 0.9116 -1.0319  -0.622
C6 1.0694 -0.8693 0.6044  -0.029
C7 0.9126 -2.3805 0.6519  -0.664
H1 -3.3103 -0.7484 -1.5385  0.255
H2 -4.0061 0.7308 -0.8654  0.262
H3 -3.4651 -0.4549 0.3320  0.254
H4 -1.3991 0.8103 -1.5672  0.189
H5 0.8073 1.1701 2.3501  0.245
H6 0.7186 2.2413 1.0043  0.242
H7 -0.7338 1.6568 1.9205  0.275
H8 0.5266 -0.4239 -1.5994  0.255
H9 3.1675 0.4152 -0.9752  0.246
H10 2.1980 1.5956 -0.2077  0.215
H11 2.1142 1.3431 -1.9634  0.238
H12 1.9236 -0.5840 1.1339  0.227
H13 0.2242 -2.9322 -0.0440  0.247
H14 0.6039 -2.9046 1.6039  0.259
H15 1.8375 -2.8692 0.3727  0.258

total charge: +1
2S+1: 1
HOMO energy: -14.708 eV
gap between HOMO and LUMO: 0.432 Ha
SMILES: C/C=N/[N+]1(C)[C@@H](C)[C@@H]1C

Which one sits at the top of the stability order? a does.

a.
DFT (wB97M-V/def2-TZVPD) results for the molecule C2H8N4.

Each line ends with the natural charge from an NBO analysis.
CARTESIAN COORDINATES (ANGSTROEM)
C1 -2.0038 0.0278 -0.0798  -0.675
C2 -0.4635 0.2406 -0.0352  0.359
N1 0.1105 1.3539 -0.2803  -0.302
N2 1.4947 1.2287 0.0505  -0.685
N3 0.2737 -0.9175 0.4252  -0.516
N4 1.3372 -1.3907 -0.3688  -0.637
H1 -2.4374 0.0580 0.9787  0.231
H2 -2.3081 -0.8910 -0.5852  0.220
H3 -2.4606 0.8810 -0.7096  0.242
H4 1.7787 2.1795 0.1887  0.356
H5 1.6038 0.8215 1.0152  0.337
H6 -0.2695 -1.7070 0.6787  0.370
H7 2.1690 -0.8823 0.0448  0.357
H8 1.1752 -1.0026 -1.3230  0.342

2S+1: 1
HOMO energy: -8.731 eV
gap between HOMO and LUMO: 0.360 Ha
SMILES: C/C(=N/N)NN

b.
DFT (wB97M-V/def2-TZVPD) results for the molecule C2H8N4.

Each line ends with the natural charge from an NBO analysis.
CARTESIAN COORDINATES (ANGSTROEM)
C1 2.2058 0.6348 -0.0262  -0.462
N1 1.8362 -0.7561 -0.1573  -0.448
N2 0.4515 -1.0723 0.0412  -0.317
C2 -0.4240 -0.1889 -0.2407  0.177
N3 -1.7851 -0.5976 -0.2946  -0.468
N4 -2.7723 0.3779 0.0708  -0.665
H1 2.3862 1.1428 -1.0621  0.196
H2 1.3862 1.1430 0.5857  0.185
H3 3.2515 0.7995 0.4260  0.214
H4 2.2517 -1.2630 0.6081  0.355
H5 -0.2490 0.8134 -0.6031  0.174
H6 -1.8335 -1.5225 0.1725  0.359
H7 -3.6005 0.1178 -0.5466  0.355
H8 -3.1047 0.3711 1.0261  0.343

2S+1: 1
HOMO energy: -8.195 eV
gap between HOMO and LUMO: 0.344 Ha
SMILES: CN/N=C/NN

Which one sits at the top of the stability order? a does.